91
Properties=species:S:1:pos:R:3:mulliken_spin:R:1 method="wB97M-V/def2-TZVPD" orbital_gap_ev="7.2 / 7.5" s_squared=6.019 charge=-1 fmax_ha_per_bohr=0.0073 e_above_lowest_kcal_mol=32.2 e_homo_ev="-4.8 / -5.1" multiplicity=5 lumo_energy_ev="2.39 / 2.37"
Cr -0.153 -0.035 0.027 4.090
C 3.255 2.202 0.106 0.011
C 1.744 2.277 0.302 -0.044
C 1.109 3.223 -0.717 -0.015
C 1.300 2.595 1.721 -0.114
C 2.143 3.333 2.539 0.008
C 1.783 3.648 3.839 -0.001
C 0.590 3.167 4.340 0.003
C -0.282 2.410 3.563 0.004
C -1.489 1.803 4.256 0.003
C -2.446 2.870 4.781 0.000
C -1.033 0.876 5.385 0.001
C 0.041 2.180 2.211 0.008
N -0.815 1.472 1.336 -0.169
C -2.109 1.817 1.229 0.035
O -2.719 2.755 1.739 0.019
C -2.860 0.911 0.268 0.137
C -4.227 0.913 0.037 -0.007
C -4.720 0.078 -0.960 0.018
C -3.862 -0.684 -1.750 0.006
C -2.505 -0.611 -1.480 0.024
N -2.081 0.131 -0.465 -0.120
C -1.385 -1.093 -2.395 0.103
O -1.680 -1.664 -3.437 0.021
N -0.175 -0.651 -1.991 -0.268
C 0.744 -0.316 -3.024 0.039
C 0.424 0.746 -3.907 -0.010
C 1.368 1.161 -4.839 -0.003
C 2.619 0.575 -4.913 0.003
C 2.919 -0.463 -4.055 -0.002
C 2.000 -0.933 -3.120 -0.014
C 2.436 -2.094 -2.250 0.005
C 2.793 -1.622 -0.838 -0.017
C 1.484 -3.286 -2.288 0.001
C -0.925 1.443 -3.915 0.011
C -1.767 0.972 -5.105 0.001
C -0.812 2.968 -3.939 -0.002
H 3.472 1.818 -0.894 -0.001
H 3.724 1.547 0.841 0.001
H 3.714 3.189 0.183 0.000
H 1.393 1.261 0.051 0.085
H 1.435 4.247 -0.517 -0.001
H 0.021 3.195 -0.652 0.016
H 1.413 2.952 -1.730 -0.004
H 3.101 3.665 2.162 0.000
H 2.445 4.234 4.464 0.000
H 0.332 3.358 5.374 0.000
H -2.021 1.182 3.539 0.001
H -1.945 3.518 5.505 0.000
H -3.290 2.401 5.292 0.000
H -2.825 3.482 3.965 0.000
H -0.531 1.433 6.181 0.000
H -0.357 0.114 5.007 0.001
H -1.896 0.370 5.824 0.000
H -4.859 1.569 0.620 0.000
H -5.786 0.048 -1.149 0.001
H -4.208 -1.289 -2.576 0.000
H 1.116 1.967 -5.518 0.000
H 3.346 0.919 -5.638 0.000
H 3.889 -0.947 -4.111 0.000
H 3.376 -2.438 -2.698 0.001
H 3.586 -0.871 -0.874 0.002
H 3.123 -2.451 -0.213 -0.002
H 1.933 -1.171 -0.331 0.051
H 0.502 -3.042 -1.892 0.014
H 1.892 -4.107 -1.696 0.000
H 1.352 -3.630 -3.314 0.000
H -1.448 1.185 -2.995 0.031
H -1.306 1.304 -6.039 0.000
H -2.769 1.406 -5.055 0.000
H -1.855 -0.112 -5.124 -0.001
H -0.407 3.326 -4.888 0.000
H -0.177 3.345 -3.137 0.004
H -1.803 3.412 -3.823 -0.001
F 2.471 -6.181 4.172 0.000
C 1.812 -5.115 3.703 0.004
C 1.757 -4.860 2.348 0.000
F 2.366 -5.690 1.491 0.000
C 1.070 -3.756 1.871 0.020
F 1.052 -3.588 0.547 0.020
C 0.421 -2.844 2.697 -0.033
S -0.463 -1.436 2.153 0.015
C 0.495 -3.146 4.065 0.000
F -0.108 -2.360 4.961 0.002
C 1.166 -4.244 4.566 0.000
F 1.199 -4.471 5.883 0.000
Cl -2.048 -3.754 -0.067 0.003
C -2.347 -5.281 -0.906 0.000
Cl -2.367 -5.100 -2.669 0.000
H -3.312 -5.665 -0.598 0.000
H -1.552 -5.971 -0.647 0.000

=====

91
Properties=species:S:1:pos:R:3:lowdin_charge:R:1 method="wB97M-V/def2-TZVPD" orbital_gap_ev=5.4 fmax_ha_per_bohr=0.0348 e_homo_ev=-7.2 lumo_energy_ev=-1.85
C 3.654 -0.549 5.321 -0.052
C 2.714 0.355 4.580 -0.271
C 1.451 -0.101 4.212 -0.018
C 0.521 0.750 3.605 -0.201
C -0.895 0.288 3.531 -0.032
C 0.937 2.005 3.130 -0.122
C 0.012 2.898 2.310 -0.271
C -0.897 3.723 3.237 -0.037
C -0.856 2.250 1.170 -0.113
C -0.151 1.392 0.204 0.078
C 0.328 1.845 -1.041 -0.128
C 1.705 1.599 -1.394 -0.186
C 2.692 1.197 -0.343 -0.006
C 2.090 1.712 -2.722 -0.009
C 1.184 2.112 -3.716 -0.244
C 1.519 1.970 -5.172 -0.034
C -0.065 2.607 -3.318 -0.006
C -0.518 2.495 -2.014 -0.175
C -1.896 2.988 -1.689 -0.039
C 2.163 2.524 3.607 -0.216
C 2.508 3.979 3.432 -0.045
C 3.045 1.682 4.284 -0.011
H 4.588 -0.022 5.534 0.074
H 3.216 -0.876 6.275 0.086
H 3.884 -1.456 4.746 0.072
H 1.151 -1.126 4.450 0.125
H -1.622 1.077 3.760 0.078
H -1.115 -0.130 2.542 0.040
H -1.071 -0.541 4.231 0.099
H 0.665 3.604 1.772 0.128
H -0.326 4.213 4.035 0.079
H -1.421 4.498 2.665 0.087
H -1.644 3.073 3.710 0.076
H -1.717 1.713 1.598 0.128
H -1.252 3.105 0.605 0.103
H 0.218 0.445 0.607 0.081
H 3.647 0.942 -0.822 0.092
H 2.861 2.011 0.380 0.092
H 2.364 0.323 0.230 0.071
H 3.105 1.414 -2.998 0.133
H 0.710 2.385 -5.786 0.079
H 2.455 2.483 -5.428 0.087
H 1.631 0.907 -5.438 0.093
H -0.735 3.027 -4.074 0.127
H -2.514 3.000 -2.597 0.090
H -2.411 2.354 -0.959 0.071
H -1.863 4.021 -1.312 0.096
H 3.453 4.205 3.936 0.079
H 2.628 4.253 2.375 0.081
H 1.741 4.637 3.867 0.076
H 4.009 2.070 4.621 0.114
C -4.545 0.127 -2.905 -0.094
C -3.347 0.211 -3.622 -0.078
C -2.149 -0.052 -2.975 -0.077
C -2.097 -0.343 -1.597 -0.273
C -0.896 -0.902 -0.972 -0.318
S -1.365 -2.106 0.268 0.715
C -0.005 -2.883 1.125 -0.277
C -0.175 -4.195 1.561 -0.051
C 0.880 -4.834 2.211 -0.070
C 2.059 -4.140 2.495 -0.070
C 2.178 -2.794 2.133 -0.068
C 1.145 -2.171 1.438 -0.087
O -2.052 -1.388 1.337 -0.343
O -2.089 -3.153 -0.423 -0.297
S 0.273 -1.671 -2.109 0.711
C -0.531 -2.928 -3.093 -0.257
C -0.782 -4.189 -2.552 -0.070
C -1.684 -5.038 -3.190 -0.064
C -2.216 -4.693 -4.434 -0.074
C -1.813 -3.509 -5.056 -0.073
C -0.969 -2.625 -4.387 -0.065
O 0.719 -0.737 -3.121 -0.318
O 1.275 -2.292 -1.264 -0.307
C -3.293 -0.126 -0.860 -0.063
C -4.517 0.002 -1.514 -0.071
H -5.497 0.187 -3.433 0.097
H -3.331 0.445 -4.692 0.109
H -1.225 -0.069 -3.543 0.079
H -1.119 -4.699 1.348 0.120
H 0.771 -5.880 2.493 0.105
H 2.890 -4.642 2.992 0.105
H 3.073 -2.216 2.367 0.107
H 1.230 -1.133 1.124 0.080
H -0.262 -4.501 -1.648 0.113
H -1.965 -5.970 -2.702 0.109
H -2.929 -5.351 -4.928 0.103
H -2.151 -3.255 -6.061 0.105
H -0.670 -1.688 -4.851 0.105
H -3.263 -0.121 0.228 0.095
H -5.437 -0.005 -0.925 0.108

=====

116
Properties=species:S:1:pos:R:3:mulliken_spin:R:1 method="wB97M-V/def2-TZVPD" orbital_gap_ev="7.5 / 5.7" s_squared=6.017 charge=+2 fmax_ha_per_bohr=0.0237 e_above_lowest_kcal_mol=58.5 e_homo_ev="-11.4 / -12.7" multiplicity=5 lumo_energy_ev="-3.95 / -7.07"
Pt -0.703 -0.565 -0.612 1.202
F 0.971 0.528 1.339 0.065
C -0.205 -0.206 1.390 0.178
F 0.194 -1.347 2.087 0.028
H -0.878 0.329 2.075 0.005
C -0.637 0.903 -6.208 0.000
N -0.434 0.945 -4.773 0.009
C 0.816 1.591 -4.401 -0.002
C -1.270 0.558 -3.779 0.018
O -0.946 0.880 -2.611 0.112
N -2.449 -0.089 -3.982 0.001
C -3.210 -0.504 -2.814 0.011
C -2.980 -0.685 -5.196 0.000
H 0.214 1.395 -6.676 0.000
H -1.532 1.458 -6.499 0.000
H -0.679 -0.122 -6.575 0.000
H 0.812 2.638 -4.713 0.000
H 1.648 1.082 -4.890 0.000
H 0.957 1.546 -3.324 -0.003
H -2.605 -0.400 -1.900 0.033
H -3.498 -1.548 -2.918 0.002
H -4.113 0.101 -2.715 0.000
H -2.742 -0.115 -6.083 0.000
H -4.067 -0.707 -5.109 0.000
H -2.627 -1.714 -5.316 0.000
C -1.262 6.590 2.368 -0.001
N -1.553 5.538 3.301 0.043
C -1.390 4.215 3.097 -0.016
Se -0.707 3.386 1.612 0.580
N -1.809 3.554 4.199 0.036
C -2.230 4.456 5.145 0.027
C -2.720 4.294 6.430 -0.005
C -3.019 5.447 7.129 0.017
C -2.843 6.714 6.567 0.016
C -2.364 6.882 5.282 -0.004
C -2.057 5.730 4.571 0.016
H -0.866 6.161 1.449 0.002
H -0.523 7.278 2.782 0.000
H -2.172 7.148 2.142 0.001
H -1.775 2.553 4.300 -0.003
H -2.851 3.316 6.863 -0.001
H -3.389 5.369 8.137 0.001
H -3.083 7.587 7.153 0.001
H -2.232 7.863 4.855 -0.001
C -1.611 3.841 -2.178 -0.001
N -2.836 3.205 -1.753 0.041
C -3.872 3.208 -2.761 0.000
C -2.844 2.334 -0.702 0.049
N -1.764 1.774 -0.212 0.216
N -4.045 2.075 -0.131 0.028
C -4.201 0.977 0.791 -0.005
C -5.111 3.051 -0.094 0.004
H -1.864 4.794 -2.641 0.001
H -1.071 3.231 -2.905 0.003
H -0.965 4.027 -1.323 0.000
H -3.436 2.926 -3.722 0.001
H -4.312 4.202 -2.869 0.002
H -4.652 2.495 -2.516 0.001
H -0.939 1.990 -0.768 0.027
H -3.431 0.227 0.608 0.017
H -5.186 0.534 0.642 0.002
H -4.122 1.312 1.830 0.001
H -4.778 4.000 -0.500 0.000
H -5.413 3.211 0.942 0.001
H -5.989 2.719 -0.651 0.002
F 1.099 -4.213 -5.253 0.004
C 0.697 -3.471 -4.209 0.038
C 1.402 -2.323 -3.887 -0.018
C 0.975 -1.571 -2.807 0.015
C -0.168 -1.913 -2.082 0.290
C -0.841 -3.086 -2.427 0.013
C -0.404 -3.878 -3.477 -0.009
H 2.263 -2.040 -4.472 -0.001
H 1.548 -0.692 -2.537 0.015
H -1.715 -3.402 -1.872 0.006
H -0.899 -4.800 -3.741 0.000
C 3.260 -4.073 -1.460 -0.056
C 4.161 -3.222 -0.587 0.166
C 4.695 -2.031 -1.354 0.031
C 5.291 -4.039 -0.002 0.032
Sb 2.785 -2.372 1.098 0.335
C 4.054 -0.973 2.494 0.107
C 5.387 -1.658 2.679 -0.005
C 3.318 -0.822 3.807 0.004
C 4.180 0.343 1.762 0.048
C 1.797 -4.203 2.159 0.058
C 1.485 -3.828 3.592 -0.002
C 2.762 -5.366 2.120 0.013
C 0.551 -4.490 1.347 0.055
H 3.835 -4.446 -2.307 0.001
H 2.416 -3.504 -1.850 0.054
H 2.880 -4.936 -0.919 0.001
H 5.293 -2.390 -2.191 0.002
H 5.338 -1.403 -0.739 -0.001
H 3.881 -1.434 -1.761 -0.008
H 5.818 -4.519 -0.828 0.013
H 4.944 -4.826 0.659 -0.003
H 6.011 -3.423 0.528 0.001
H 5.276 -2.689 3.011 0.001
H 5.949 -1.122 3.444 0.013
H 5.978 -1.644 1.767 0.003
H 3.396 -1.726 4.409 0.001
H 2.267 -0.585 3.654 0.004
H 3.766 -0.003 4.373 0.002
H 4.625 0.217 0.779 -0.008
H 4.822 1.012 2.333 -0.001
H 3.217 0.828 1.646 0.007
H 2.394 -3.775 4.191 0.001
H 0.852 -4.603 4.028 0.002
H 0.954 -2.884 3.656 0.002
H 3.712 -5.126 2.595 0.000
H 2.933 -5.723 1.107 0.004
H 2.325 -6.193 2.681 0.009
H -0.119 -3.633 1.329 0.004
H 0.013 -5.324 1.795 0.001
H 0.800 -4.767 0.324 -0.002

=====

60
Properties=species:S:1:pos:R:3:mulliken_spin:R:1 method="wB97M-V/def2-TZVPD" orbital_gap_ev="5.6 / 5.1" s_squared=1.100 fmax_ha_per_bohr=0.0415 e_above_lowest_kcal_mol=55.8 e_homo_ev="-6.9 / -6.8" multiplicity=2 lumo_energy_ev="-1.35 / -1.77"
Re 0.700 -0.601 -0.654 0.285
O -3.759 1.606 1.740 0.000
C -3.590 0.454 2.445 -0.002
C -4.459 0.213 3.504 0.000
C -4.345 -0.942 4.254 0.000
C -3.350 -1.862 3.972 0.001
C -2.466 -1.616 2.939 0.002
C -2.585 -0.475 2.162 0.007
C -1.659 -0.246 0.988 -0.006
O -0.820 -1.282 0.748 0.034
N -0.895 1.017 1.229 -0.004
N 0.357 0.966 0.749 -0.007
C 1.294 1.711 1.249 -0.017
C 2.664 1.413 0.987 0.025
Br 2.884 -0.545 0.723 0.020
C 3.746 2.205 1.003 0.004
C 3.728 3.651 1.122 0.000
C 4.866 4.287 1.631 -0.001
C 4.884 5.653 1.823 0.000
C 3.789 6.423 1.463 -0.001
C 2.674 5.813 0.913 0.000
C 2.637 4.441 0.746 0.000
H -3.191 1.622 0.962 0.000
H -5.227 0.941 3.714 0.000
H -5.037 -1.129 5.061 0.000
H -3.260 -2.771 4.544 0.000
H -1.671 -2.305 2.701 -0.002
H -2.285 -0.045 0.080 0.001
H -0.972 1.381 2.179 0.000
H 1.064 2.454 2.012 -0.001
H 4.723 1.746 0.948 0.000
H 5.728 3.692 1.895 0.000
H 5.759 6.121 2.246 0.000
H 3.812 7.493 1.603 0.000
H 1.832 6.415 0.605 0.000
H 1.774 3.980 0.291 0.000
C 1.130 -3.277 -4.444 0.005
C 1.342 -2.225 -3.398 -0.012
S 0.941 -2.718 -1.774 0.295
C 1.850 -0.996 -3.678 0.143
C 2.182 -0.551 -5.068 0.005
S 2.161 0.192 -2.443 0.004
H 0.847 -4.206 -3.957 0.000
H 2.037 -3.447 -5.024 -0.002
H 0.339 -2.987 -5.137 0.000
H 2.583 -1.360 -5.676 0.003
H 2.901 0.263 -5.037 0.002
H 1.271 -0.182 -5.542 0.011
S -2.644 -0.577 -3.851 0.049
C -1.557 -0.379 -2.727 0.046
N -0.772 -0.224 -1.855 -0.006
C -1.730 -4.370 0.722 -0.002
Te -2.282 -2.944 -0.792 0.113
C -3.586 -4.359 -1.821 0.000
H -2.550 -4.509 1.419 0.003
H -0.868 -3.959 1.234 -0.001
H -1.472 -5.320 0.267 0.001
H -3.056 -5.226 -2.200 0.000
H -4.045 -3.833 -2.649 0.000
H -4.367 -4.688 -1.145 0.004

=====

19
Properties=species:S:1:pos:R:3:lowdin_charge:R:1 method="wB97M-V/def2-TZVPD" orbital_gap_ev=9.4 fmax_ha_per_bohr=0.0604 e_above_lowest_kcal_mol=91.9 e_homo_ev=-9.2 lumo_energy_ev=0.19
C -1.943 -1.200 0.662 -0.117
C -1.339 -0.637 -0.620 -0.233
C -0.134 0.258 -0.306 -0.297
C 1.168 -0.411 -0.060 -0.296
C 2.082 0.453 0.747 -0.088
C -0.080 1.549 -1.016 -0.267
O 0.911 2.245 -1.131 0.016
H -2.803 -1.843 0.454 0.070
H -1.201 -1.789 1.214 0.070
H -2.262 -0.376 1.308 0.073
H -1.078 -1.480 -1.289 0.122
H -2.103 -0.070 -1.170 0.102
H 0.016 0.985 1.191 0.204
H 1.777 -0.497 -0.971 0.138
H 1.023 -1.414 0.363 0.118
H 2.953 -0.112 1.131 0.078
H 1.110 1.027 1.605 0.131
H 2.380 1.349 0.201 0.053
H -1.061 1.900 -1.402 0.122

=====

95
Properties=species:S:1:pos:R:3:lowdin_charge:R:1 method="wB97M-V/def2-TZVPD" orbital_gap_ev=6.6 charge=-2 fmax_ha_per_bohr=0.0190 e_above_lowest_kcal_mol=3.3 e_homo_ev=-3.0 lumo_energy_ev=3.58
Cd 1.139 0.890 -0.479 1.452
O -0.793 7.599 -2.611 -0.063
C 0.250 7.033 -2.998 -0.694
O 1.119 7.411 -3.805 -0.056
C 0.526 5.657 -2.331 -0.086
C 1.598 4.869 -2.711 0.056
C 1.820 3.654 -2.072 -0.198
N 1.050 3.237 -1.067 0.102
C 0.017 3.989 -0.688 -0.197
C -0.283 5.195 -1.306 0.044
C -0.746 3.504 0.498 -0.207
C -1.903 4.150 0.939 -0.015
C -2.516 3.717 2.098 -0.081
C -1.960 2.658 2.798 -0.076
C -0.828 2.057 2.275 -0.129
N -0.242 2.454 1.150 0.087
C 2.954 2.762 -2.445 -0.237
C 3.649 2.911 -3.640 -0.009
C 4.666 2.020 -3.929 -0.065
C 4.969 1.017 -3.022 -0.060
C 4.225 0.948 -1.856 -0.133
N 3.253 1.803 -1.574 0.059
H 2.246 5.248 -3.488 0.110
H -1.112 5.823 -1.016 0.103
H -2.312 4.979 0.382 0.104
H -3.417 4.204 2.453 0.102
H -2.393 2.290 3.718 0.098
H -0.370 1.216 2.777 0.094
H 3.368 3.675 -4.350 0.107
H 5.201 2.092 -4.868 0.100
H 5.737 0.283 -3.224 0.095
H 4.390 0.169 -1.121 0.107
Br 0.513 -7.149 1.059 0.693
C 1.188 -6.051 2.454 -0.700
C 2.240 -5.187 2.194 -0.113
C 2.720 -4.373 3.207 -0.020
C 2.147 -4.418 4.479 -0.310
C 1.121 -5.325 4.727 -0.055
C 0.625 -6.132 3.715 -0.140
N 2.662 -3.703 5.599 0.029
N 3.027 -2.501 5.550 0.039
C 2.775 -1.625 4.495 -0.281
C 3.793 -0.701 4.262 -0.051
C 3.838 0.119 3.155 -0.027
C 2.808 0.092 2.179 -0.384
O 2.831 0.778 1.132 -0.112
C 1.651 -0.766 2.494 -0.148
N 0.620 -0.677 1.634 0.085
C -0.500 -1.309 1.905 -0.150
C -0.670 -2.056 3.080 -0.033
C 0.380 -2.185 3.949 -0.020
C 1.614 -1.570 3.654 -0.116
H 2.668 -5.133 1.202 0.105
H 3.526 -3.683 2.998 0.122
H 0.710 -5.380 5.727 0.108
H -0.188 -6.818 3.906 0.093
H 4.609 -0.695 4.977 0.103
H 4.667 0.794 2.991 0.101
H -1.308 -1.185 1.197 0.079
H -1.627 -2.518 3.286 0.101
H 0.263 -2.740 4.869 0.106
C -4.300 -0.040 -2.955 -0.135
N -2.955 0.274 -2.535 -0.288
C -2.254 1.151 -3.461 -0.102
P -2.195 -0.557 -1.311 0.583
O -1.110 0.220 -0.653 -0.357
N -3.483 -0.533 -0.181 -0.318
C -4.284 -1.627 0.289 -0.149
C -3.968 0.761 0.237 -0.130
N -2.052 -2.225 -1.398 -0.316
C -2.763 -2.872 -2.488 -0.123
C -0.751 -2.850 -1.167 -0.115
H -4.829 0.890 -3.191 0.080
H -4.850 -0.550 -2.166 0.056
H -4.317 -0.666 -3.858 0.081
H -2.864 2.053 -3.594 0.082
H -2.099 0.673 -4.432 0.087
H -1.278 1.423 -3.073 0.046
H -3.799 -2.573 0.061 0.067
H -5.296 -1.632 -0.155 0.069
H -4.421 -1.562 1.378 0.073
H -3.328 1.549 -0.157 0.070
H -3.965 0.843 1.332 0.073
H -4.998 0.946 -0.108 0.077
H -3.812 -2.571 -2.509 0.058
H -2.735 -3.953 -2.322 0.082
H -2.297 -2.648 -3.454 0.088
H -0.126 -2.220 -0.544 0.044
H -0.212 -2.996 -2.103 0.079
H -0.917 -3.813 -0.670 0.080
O 0.862 1.018 -3.056 -0.431
S 0.859 -0.471 -3.117 0.260
O -0.556 -0.933 -3.097 -0.437
O 1.528 -0.923 -1.834 -0.486
O 1.557 -1.002 -4.278 -0.367